<one>
Here is the molecule C5H8O3 from the Open Molecules 2025 dataset. Energies are from wB97M-V/def2-TZVPD.

```
16
Properties=species:S:1:pos:R:3:lowdin_charge:R:1
C -0.036 -0.215 0.650 -0.34
C 1.439 -1.572 -1.082 0.00
C 0.219 -1.506 -0.200 -0.36
C -0.240 1.750 -0.041 -0.19
C -1.298 2.429 0.396 0.05
O -0.351 0.412 -0.670 -0.07
O -1.129 -0.404 1.493 0.03
O -0.451 -2.510 0.047 0.08
H -1.522 -1.261 1.221 0.11
H 0.894 0.074 1.143 0.17
H 0.728 2.181 -0.257 0.12
H 1.965 -2.512 -0.899 0.09
H 2.122 -0.742 -0.893 0.08
H 1.113 -1.542 -2.125 0.10
H -1.214 3.487 0.616 0.06
H -2.238 1.931 0.601 0.07
```

## Properties
Orbital gap in Ha: 0.377
SMILES: C=CO[C@@H](O)C(C)=O
Net charge: 0
E_LUMO in Eh: 0.0323

---

<two>
Here is a cluster of 2 separate species, C5H8O3 in total from the Open Molecules 2025 dataset. Energies are from wB97M-V/def2-TZVPD.

```
16
Properties=species:S:1:pos:R:3:lowdin_charge:R:1
C -1.817 0.420 -1.164 -0.03
C -0.366 0.758 -0.996 -0.38
O 0.203 1.817 -0.965 0.09
H 0.314 -0.272 -1.203 0.12
H -2.026 -0.591 -0.820 0.08
H -2.414 1.128 -0.587 0.09
H -2.069 0.514 -2.222 0.10
C -0.154 -0.141 1.208 -0.49
C 0.886 -0.938 0.072 -0.15
C 2.211 -0.705 0.151 0.01
O 0.466 0.851 1.873 0.10
O -1.133 -0.715 1.631 0.09
H -0.076 1.039 2.659 0.14
H 0.473 -1.941 0.020 0.11
H 2.595 0.308 0.187 0.07
H 2.908 -1.533 0.155 0.06
```

## Properties
Orbital gap in Ha: 0.315
SMILES: C=CC(=O)O.CC=O
Net charge: 0
E_LUMO in Eh: 0.0104

---

<three>
Here is the molecule C5H8O3 from the Open Molecules 2025 dataset. Energies are from wB97M-V/def2-TZVPD.

```
16
Properties=species:S:1:pos:R:3:lowdin_charge:R:1
C 2.042 0.264 0.015 -0.25
C 0.792 0.368 0.612 -0.30
C -1.319 0.702 -0.338 -0.25
C -1.951 -0.802 -0.664 0.00
C -1.374 -0.333 0.673 -0.34
H 2.644 -1.452 -0.943 0.14
H 2.192 1.147 -0.810 0.18
H 2.909 0.269 0.918 0.18
H 0.881 1.405 1.246 0.20
H -2.037 1.797 -0.113 0.22
H -1.420 -1.690 -1.146 0.12
H -3.160 -0.905 -0.857 0.14
H -1.998 0.052 1.573 0.17
O 1.788 -1.030 -0.567 -0.09
O 0.060 0.908 -0.720 -0.12
O -0.049 -0.701 1.123 -0.01
```

## Properties
Orbital gap in Ha: 0.368
SMILES: OC[C@H]1O[C@H]2C[C@H]2O1
Net charge: 0
E_LUMO in Eh: 0.0293

---

Most stable: <one>. Least stable: <three>.

---

<one>
Here is the molecule C5H8O3 from the Open Molecules 2025 dataset. Energies are from wB97M-V/def2-TZVPD.

```
16
Properties=species:S:1:pos:R:3:lowdin_charge:R:1
C -2.285 -0.205 -0.284 -0.07
C -0.067 -0.061 0.745 -0.27
C 0.968 1.552 -0.298 -0.15
C 1.821 0.553 -0.506 0.02
C 1.349 -0.599 0.424 -0.31
H -2.482 0.733 0.338 0.11
H -2.876 -1.025 0.220 0.10
H -2.535 -0.032 -1.336 0.09
H -0.542 -0.285 1.646 0.15
H 0.984 2.432 -0.891 0.12
H 2.696 0.541 -1.084 0.09
H 1.947 -0.632 1.363 0.16
H 0.569 -1.817 -0.626 0.11
O -0.921 -0.621 -0.254 -0.16
O -0.005 1.359 0.601 0.01
O 1.379 -1.894 -0.061 0.00
```

## Properties
Orbital gap in Ha: 0.363
SMILES: CO[C@@H]1OC=C[C@@H]1O
Net charge: 0
E_LUMO in Eh: 0.0329

---

<two>
Here is a structure of composition C5H8O3 from the Open Molecules 2025 dataset. Energies are from wB97M-V/def2-TZVPD.

```
16
Properties=species:S:1:pos:R:3:lowdin_charge:R:1
C 0.111 0.622 -0.770 -0.23
C -0.397 0.894 0.726 -0.28
C -0.379 -0.574 0.968 -0.35
C 0.785 -1.102 0.311 -0.06
C -0.150 -0.808 -0.866 -0.18
H 2.100 1.492 -1.324 0.26
H -0.426 1.611 -1.175 0.19
H 0.260 1.647 1.376 0.20
H -2.071 0.766 -0.197 0.20
H -0.701 -0.897 1.879 0.14
H 1.645 -0.744 0.557 0.07
H 0.911 -2.168 0.340 0.14
H -0.248 -1.380 -1.779 0.16
O 1.629 0.458 -0.839 -0.18
O -1.766 1.271 0.761 -0.07
O -1.305 -1.088 0.034 -0.01
```

## Properties
Orbital gap in Ha: 0.364
Net charge: 0
E_LUMO in Eh: 0.0151

---

<three>
Here is the molecule C5H8O3 from the Open Molecules 2025 dataset. Energies are from wB97M-V/def2-TZVPD.

```
16
Properties=species:S:1:pos:R:3:lowdin_charge:R:1
C 1.593 -0.395 0.369 -0.30
C 0.411 0.407 0.750 -0.14
C -0.480 1.486 0.175 -0.11
C -1.866 -0.472 0.066 -0.23
C 0.293 -0.706 -0.275 -0.25
H 2.266 0.882 -1.016 0.17
H 1.996 -0.962 1.223 0.17
H -0.002 0.031 1.676 0.14
H -0.940 2.151 0.886 0.12
H -0.015 1.988 -0.667 0.12
H -1.977 -0.272 1.132 0.13
H -2.793 -0.849 -0.390 0.15
H 0.355 -0.455 -1.326 0.16
O 2.572 0.098 -0.405 0.01
O -1.545 0.763 -0.525 -0.13
O -0.851 -1.415 -0.074 -0.02
```

## Properties
Orbital gap in Ha: 0.369
SMILES: O[C@H]1[C@H]2COCO[C@H]12
Net charge: 0
E_LUMO in Eh: 0.0259

---

Most stable: <one>. Least stable: <two>.

---

<one>
Here is a cluster of 2 separate species, C2H7NO3 in total from the Open Molecules 2025 dataset. Energies are from wB97M-V/def2-TZVPD.

```
13
Properties=species:S:1:pos:R:3:lowdin_charge:R:1
C 1.731 1.437 0.400 -0.08
N 1.043 0.165 0.689 -0.03
C 1.163 -0.969 -0.144 -0.60
O 0.025 -1.285 -0.772 0.12
O 2.112 -1.696 -0.222 0.12
H 1.158 2.243 0.825 0.07
H 1.831 1.597 -0.668 0.09
H 2.718 1.441 0.855 0.08
H 1.118 -0.029 1.676 0.12
H -0.638 -0.607 -0.600 0.11
H -3.623 -0.423 -0.149 0.04
H -4.795 -0.872 -0.993 0.03
O -3.845 -1.002 -0.897 -0.07
```

## Properties
Orbital gap in Ha: 0.366
SMILES: CNC(=O)O.O
Net charge: 0
E_LUMO in Eh: 0.0162

---

<two>
Here is a cluster of 2 separate species, C2H7NO3 in total from the Open Molecules 2025 dataset. Energies are from wB97M-V/def2-TZVPD.

```
13
Properties=species:S:1:pos:R:3:lowdin_charge:R:1
C -0.952 -1.452 -0.152 -0.08
N -1.339 0.590 1.144 0.02
O -0.609 -0.646 1.058 -0.30
H -2.308 0.312 1.292 0.07
H -1.231 1.041 0.232 0.06
H -0.224 -2.254 -0.302 0.08
H -0.991 -0.807 -1.033 0.07
H -1.932 -1.902 0.023 0.07
C 1.663 0.697 -0.508 -0.37
O 2.753 1.295 0.001 0.08
O 0.882 1.276 -1.236 0.03
H 2.747 2.194 -0.387 0.13
H 1.540 -0.344 -0.132 0.14
```

## Properties
Orbital gap in Ha: 0.396
SMILES: O=CO.CON
Net charge: 0
E_LUMO in Eh: 0.0313

---

<three>
Here is a cluster of 2 separate species, C2H7NO3 in total from the Open Molecules 2025 dataset. Energies are from wB97M-V/def2-TZVPD.

```
13
Properties=species:S:1:pos:R:3:lowdin_charge:R:1
C 2.086 0.833 -0.823 -0.08
N 0.704 1.196 -0.449 0.03
C -0.141 0.220 -0.068 -0.58
O 0.004 -1.019 -0.731 0.08
O -1.023 0.274 0.766 0.07
H 2.799 0.623 -0.029 0.08
H 2.421 1.656 -1.464 0.08
H 2.127 -0.065 -1.395 0.07
H 0.757 1.937 0.337 0.18
H -0.815 -1.297 -1.056 0.07
H -3.589 -1.258 1.223 0.04
H -2.498 -1.305 2.201 -0.01
O -2.832 -1.795 1.488 -0.05
```

## Properties
Orbital gap in Ha: 0.397
SMILES: CNC(=O)O.O
Net charge: 0
E_LUMO in Eh: 0.0260

---

<four>
Here is a cluster of 2 separate species, C2H7NO3 in total from the Open Molecules 2025 dataset. Energies are from wB97M-V/def2-TZVPD.

```
13
Properties=species:S:1:pos:R:3:lowdin_charge:R:1
H 0.743 -0.841 0.288 0.05
O 1.767 -1.621 -0.274 0.00
O 0.221 -0.470 1.181 0.00
H 2.276 -1.306 0.504 0.11
H 1.352 -2.389 0.166 0.10
C -0.668 0.541 1.156 -0.54
O -1.115 0.975 2.182 0.08
C -0.951 1.179 -0.233 -0.18
H -2.015 1.324 -0.403 0.11
H -0.635 2.239 -0.192 0.13
N -0.477 0.437 -1.386 0.00
H 0.505 0.352 -1.510 0.05
H -1.003 -0.420 -1.479 0.08
```

## Properties
Orbital gap in Ha: 0.340
SMILES: NCC(=O)O.O
Net charge: 0
E_LUMO in Eh: 0.0045

---

Most stable: <three>. Least stable: <two>.

---

<one>
Here is the molecule C6H6N2O4S3 from the Open Molecules 2025 dataset. Energies are from wB97M-V/def2-TZVPD.

```
21
Properties=species:S:1:pos:R:3:lowdin_charge:R:1
O 0.917 3.760 1.716 0.10
O -1.523 1.364 -0.649 0.07
N -0.250 -3.085 -1.985 -0.02
N -0.951 -2.528 -0.918 -0.07
O -1.113 3.578 0.754 0.11
O 0.347 0.530 -1.500 0.15
S 2.302 -3.696 -2.717 0.75
S 1.347 -2.324 -0.059 1.00
S -0.916 -0.991 1.421 0.97
C -0.092 3.090 1.488 -0.51
C -0.397 0.873 -0.448 -0.50
C 1.043 -3.022 -1.646 -0.97
C -0.308 -2.052 0.152 -0.97
C -0.274 1.717 1.945 -0.12
C 0.069 0.562 0.989 -0.40
H -1.860 2.959 0.667 0.11
H -0.256 0.416 -2.169 0.09
H 1.637 -4.755 -3.138 -0.14
H 0.454 1.718 2.753 0.14
H -1.278 1.614 2.278 0.12
H 1.100 0.274 1.067 0.09
```

## Properties
Orbital gap in Ha: 0.337
SMILES: O=C(O)C[C@@H](Sc1nnc(S)s1)C(=O)O
Net charge: 0
E_LUMO in Eh: -0.0175

---

<two>
Here is the molecule C6H6N2O4S3 from the Open Molecules 2025 dataset. Energies are from wB97M-V/def2-TZVPD.

```
21
Properties=species:S:1:pos:R:3:lowdin_charge:R:1
O 1.971 3.718 0.943 0.12
O -0.879 1.484 -2.804 0.09
N -1.359 -2.788 0.991 -0.08
N -0.878 -1.583 0.518 -0.05
O 0.360 2.423 1.875 0.09
O -0.491 -0.711 -2.329 0.10
S -0.853 -5.309 1.740 0.72
S 1.197 -2.957 1.089 0.97
S 1.373 -0.117 -0.090 0.97
C 1.067 2.944 0.823 -0.53
C -0.450 0.615 -2.059 -0.51
C -0.405 -3.628 1.295 -1.01
C 0.428 -1.516 0.470 -0.92
C 0.665 2.508 -0.568 -0.10
C 0.078 1.069 -0.684 -0.43
H 0.717 2.886 2.654 0.13
H -0.957 -0.735 -3.164 0.12
H -2.196 -5.104 1.470 -0.09
H 1.531 2.587 -1.236 0.14
H -0.095 3.187 -0.919 0.13
H -0.821 1.028 -0.016 0.14
```

## Properties
Orbital gap in Ha: 0.337
SMILES: O=C(O)C[C@H](Sc1nnc(S)s1)C(=O)O
Net charge: 0
E_LUMO in Eh: 0.0123

---

Most stable: <two>. Least stable: <one>.